1) A cluster of 2 separate species, C2H5N3OS in total, computed with ωB97M-V with the def2-TZVPD basis set.

The HOMO energy is -8.23 eV. The frontier orbital gap is 0.291 Eh.

Last column: Löwdin charge in e.
CARTESIAN COORDINATES (ANGSTROEM)
C1 0.640 2.072 0.068  0.058
N1 1.043 0.876 -0.074  -0.091
N2 1.567 -0.114 -0.385  -0.604
S1 3.029 -0.711 -0.517  0.536
H1 0.557 2.773 -0.693  0.062
H2 -0.071 2.166 0.869  0.073
N3 -0.610 -1.640 0.325  0.150
C2 -1.638 -0.847 0.022  -0.429
O1 -1.646 0.331 0.222  -0.003
H3 -0.505 -2.560 0.092  0.067
H4 0.241 -1.099 0.448  0.046
H5 -2.606 -1.247 -0.376  0.135

2) An isolated molecule of C2H5N3OS, computed with ωB97M-V with the def2-TZVPD basis set.

The HOMO energy is -8.40 eV. The frontier orbital gap is 0.332 Eh.

Last column: Löwdin charge in e.
CARTESIAN COORDINATES (ANGSTROEM)
H1 2.772 -0.202 1.808  0.037
N1 2.809 -1.148 1.423  0.065
C1 1.817 -1.367 0.663  -0.418
N2 0.793 -0.520 0.325  -0.328
S1 -0.473 -0.989 -0.735  0.945
C2 -1.367 0.495 -0.724  -0.495
N3 -0.991 1.508 -0.044  -0.108
O1 -1.867 2.571 -0.191  -0.057
H2 1.718 -2.363 0.201  0.105
H3 0.754 0.436 0.689  0.082
H4 -2.252 0.499 -1.338  0.082
H5 -1.471 3.237 0.376  0.091

Energies in kcal/mol, measured from the most stable structure: 1) 23.7; 2) 0.0.

1) A cluster of 2 separate species, C8H19NO in total, computed with ωB97M-V with the def2-TZVPD basis set.

The HOMO energy is -8.75 eV. The frontier orbital gap is 0.350 Eh.

Last column: Löwdin charge in e.
CARTESIAN COORDINATES (ANGSTROEM)
C1 2.287 -1.722 1.518  -0.107
C2 2.099 -1.393 0.082  -0.335
N1 0.838 -1.257 -0.502  -0.112
C3 -0.323 -2.059 -0.057  -0.020
C4 0.449 -0.256 -1.529  -0.488
C5 1.656 0.493 -1.871  -0.008
O1 -0.648 -0.132 -1.920  0.107
H1 1.709 -2.383 2.002  0.015
H2 2.301 -0.745 1.831  0.049
H3 3.251 -2.450 1.581  0.145
H4 2.862 -0.541 0.096  0.128
H5 2.765 -2.263 -0.326  0.132
H6 0.033 -2.865 0.614  0.082
H7 -1.063 -1.260 0.654  0.165
H8 -0.634 -2.492 -0.878  0.020
H9 1.540 0.861 -2.929  0.121
H10 1.977 1.318 -1.435  0.032
H11 2.628 -0.005 -1.678  0.083
C6 -0.988 2.151 0.933  -0.099
C7 -2.271 2.075 -0.049  -0.322
C8 -3.236 1.019 0.373  -0.166
H12 -0.422 2.948 0.373  0.069
H13 -0.429 1.194 0.804  0.054
H14 -1.182 2.590 1.880  0.043
H15 -2.729 3.097 -0.101  0.099
H16 -1.921 1.788 -1.154  0.119
H17 -2.919 0.023 0.289  0.018
H18 -3.408 1.095 1.521  0.101
H19 -4.218 1.172 -0.121  0.076

2) A structure of composition C8H19NO, computed with ωB97M-V with the def2-TZVPD basis set.

The HOMO energy is -6.72 eV. The frontier orbital gap is 0.267 Eh.

Last column: Löwdin charge in e.
CARTESIAN COORDINATES (ANGSTROEM)
C1 0.335 1.595 0.784  -0.471
C2 0.770 -0.431 -0.132  -0.241
C3 -0.568 -0.137 -0.401  -0.014
C4 -0.528 -2.374 -2.324  -0.175
C5 -1.268 -2.933 -0.088  -0.182
C6 -0.611 2.613 0.171  -0.102
C7 -0.041 1.262 2.213  -0.100
C8 1.769 2.075 0.673  -0.111
N1 -0.556 -2.019 -0.933  -0.265
O1 1.676 -0.241 -1.109  0.049
H1 2.551 -0.508 -0.808  0.124
H2 1.074 -0.937 0.776  0.146
H3 -1.314 -0.222 0.372  0.101
H4 -0.802 0.360 -1.329  0.120
H5 -0.082 -3.369 -2.490  0.073
H6 -1.533 -2.392 -2.786  0.069
H7 0.078 -1.651 -2.877  0.064
H8 -2.333 -3.038 -0.366  0.070
H9 -1.237 -2.583 0.951  0.065
H10 -0.833 -3.947 -0.103  0.072
H11 -1.657 2.313 0.258  0.076
H12 -0.523 3.581 0.687  0.084
H13 -0.385 2.783 -0.884  0.081
H14 -1.060 0.876 2.293  0.073
H15 0.635 0.525 2.655  0.075
H16 0.007 2.157 2.850  0.084
H17 1.889 3.051 1.164  0.082
H18 2.073 2.200 -0.368  0.076
H19 2.474 1.390 1.152  0.076

Energies in kcal/mol, measured from the most stable structure: 1) 0.0; 2) 21.2.

1) A cluster of 3 separate species, C8H19NO in total, computed with ωB97M-V with the def2-TZVPD basis set.

The HOMO energy is -7.22 eV. The frontier orbital gap is 0.295 Eh.

Last column: Löwdin charge in e.
CARTESIAN COORDINATES (ANGSTROEM)
C1 1.045 -1.102 0.308  -0.401
C2 0.852 2.012 -0.799  -0.196
C3 0.820 -2.595 0.618  -0.063
C4 2.407 -0.641 0.831  -0.065
O1 1.152 2.363 0.370  -0.141
H1 0.745 1.329 1.552  0.077
H2 1.030 -0.994 -0.780  0.113
H3 1.390 1.194 -1.305  0.084
H4 0.401 2.758 -1.462  0.084
H5 1.627 -3.189 0.186  0.080
H6 2.465 -0.766 1.914  0.086
H7 -0.124 -2.953 0.204  0.074
H8 0.810 -2.771 1.695  0.086
H9 2.602 0.407 0.607  0.063
H10 3.195 -1.243 0.376  0.083
C5 -1.164 0.853 -1.014  -0.327
C6 -1.529 -0.464 -1.686  -0.144
C7 -2.247 1.450 -0.138  -0.144
C8 -0.126 -0.319 0.852  -0.159
N1 0.043 0.586 1.810  0.124
H11 -1.015 1.539 -1.846  0.068
H12 -0.811 0.978 2.187  0.106
H13 -1.073 -0.844 0.876  0.110
H14 -1.907 -1.215 -0.987  0.059
H15 -2.306 -0.318 -2.449  0.072
H16 -0.669 -0.894 -2.209  0.065
H17 -2.648 0.727 0.580  0.064
H18 -1.862 2.303 0.430  0.068
H19 -3.103 1.809 -0.723  0.074

2) A structure of composition C8H19NO, computed with ωB97M-V with the def2-TZVPD basis set.

The HOMO energy is -7.74 eV. The frontier orbital gap is 0.311 Eh.

Last column: Löwdin charge in e.
CARTESIAN COORDINATES (ANGSTROEM)
C1 0.520 0.112 0.335  -0.460
C2 -1.489 0.199 0.157  -0.443
C3 0.551 -0.558 -0.951  -0.066
C4 0.893 -0.655 1.580  -0.015
C5 -2.117 0.429 -1.217  -0.094
C6 -1.790 1.420 1.028  -0.091
C7 -2.088 -1.057 0.782  -0.089
C8 3.334 0.085 -0.966  -0.206
N1 2.242 -0.726 -1.448  -0.101
O1 1.020 1.397 0.374  0.012
H1 1.261 1.654 -0.531  0.101
H2 2.516 -1.707 -1.359  0.063
H3 0.261 0.021 -1.821  0.096
H4 0.227 -1.592 -0.954  0.115
H5 0.372 -0.245 2.450  0.083
H6 1.961 -0.569 1.783  0.082
H7 0.637 -1.711 1.486  0.088
H8 -1.360 1.336 2.029  0.076
H9 -1.819 -1.956 0.219  0.076
H10 -2.047 -0.454 -1.860  0.078
H11 -3.193 0.638 -1.134  0.088
H12 -1.657 1.277 -1.734  0.082
H13 -2.873 1.566 1.155  0.083
H14 -1.411 2.343 0.577  0.078
H15 -1.775 -1.190 1.821  0.073
H16 -3.186 -1.007 0.799  0.085
H17 3.613 -0.093 0.085  0.065
H18 3.145 1.151 -1.143  0.065
H19 4.249 -0.108 -1.545  0.073

Energies in kcal/mol, measured from the most stable structure: 1) 18.5; 2) 0.0.

1) A structure of composition C5H9N, computed with ωB97M-V with the def2-TZVPD basis set.

The HOMO energy is -9.24 eV. The frontier orbital gap is 0.367 Eh.

Last column: Löwdin charge in e.
CARTESIAN COORDINATES (ANGSTROEM)
C1 1.349 0.091 1.055  -0.099
C2 0.433 0.085 -0.199  -0.422
C3 -0.802 -0.882 0.144  -0.392
C4 -0.028 1.369 -0.658  -0.140
C5 -0.016 2.600 -0.916  0.098
H1 2.145 0.844 0.959  0.060
H2 0.805 0.357 2.027  0.095
H3 1.955 -0.989 1.038  0.133
H4 1.045 -0.390 -0.959  0.126
H5 -1.454 -0.401 0.908  0.117
H6 -0.354 -1.686 0.757  0.096
H7 -1.126 -2.419 -1.265  0.209
H8 -2.573 -1.171 -0.725  0.119
H9 0.103 3.744 -1.107  0.067
N1 -1.484 -1.150 -1.059  -0.065

2) A cluster of 2 separate species, C5H9N in total, computed with ωB97M-V with the def2-TZVPD basis set.

The HOMO energy is -9.99 eV. The frontier orbital gap is 0.383 Eh.

Last column: Löwdin charge in e.
CARTESIAN COORDINATES (ANGSTROEM)
C1 1.478 0.975 -0.198  0.055
C2 0.810 -0.149 -0.467  -0.426
C3 -0.250 -0.256 -1.533  -0.057
C4 1.092 -1.343 0.298  -0.208
N1 1.327 -2.310 0.888  0.169
H1 1.239 1.884 -0.743  0.084
H2 2.216 1.026 0.595  0.086
H3 -1.054 -0.956 -1.281  0.085
H4 0.242 -0.614 -2.438  0.088
H5 -0.696 0.723 -1.737  0.091
C5 -1.305 0.205 1.357  -0.046
H6 -1.551 -0.822 1.057  0.037
H7 -1.126 0.217 2.430  0.033
H8 -2.110 0.872 1.056  0.032
H9 -0.395 0.593 0.907  -0.023

Energies in kcal/mol, measured from the most stable structure: 1) 74.2; 2) 0.0.

1) A cluster of 2 separate species, C5H11OS in total, computed with ωB97M-V with the def2-TZVPD basis set.

Its charge is -1. The HOMO energy is -2.90 eV. The frontier orbital gap is 0.253 Eh.

Last column: Löwdin charge in e.
CARTESIAN COORDINATES (ANGSTROEM)
C1 1.517 -2.627 -1.005  -0.246
C2 0.883 -2.911 0.344  -0.806
S1 0.131 -1.439 1.108  0.289
H1 2.312 -1.890 -0.906  0.049
H2 0.774 -2.225 -1.696  0.049
H3 1.950 -3.537 -1.445  0.048
H4 1.636 -3.329 1.016  0.024
H5 0.103 -3.664 0.218  0.022
C3 -0.546 3.593 0.109  -0.001
C4 -0.581 2.290 0.394  -0.510
O1 0.390 1.724 1.121  -0.019
C5 -1.728 1.416 -0.020  -0.071
H6 -1.321 4.000 -0.518  0.029
H7 0.257 4.237 0.439  0.040
H8 0.291 0.748 1.184  -0.073
H9 -2.315 1.942 -0.772  0.065
H10 -1.379 0.461 -0.408  0.027
H11 -2.373 1.210 0.836  0.084

2) A cluster of 2 separate species, C5H11OS in total, computed with ωB97M-V with the def2-TZVPD basis set.

Its charge is -1. The HOMO energy is -2.79 eV. The frontier orbital gap is 0.251 Eh.

Last column: Löwdin charge in e.
CARTESIAN COORDINATES (ANGSTROEM)
C1 -1.648 -1.069 1.657  -0.245
C2 -1.057 0.151 2.375  -0.824
S1 -0.105 1.102 1.215  0.313
H1 -0.769 -1.598 1.263  0.043
H2 -2.292 -0.742 0.864  0.038
H3 -2.200 -1.768 2.305  0.048
H4 -0.412 -0.214 3.226  0.046
H5 -1.908 0.720 2.799  0.030
C3 -0.012 0.717 -3.032  -0.147
C4 0.279 -0.416 -2.091  -0.175
C5 1.469 -0.478 -1.400  -0.280
O1 1.510 -1.070 -0.175  -0.150
H6 -0.836 1.341 -2.700  0.059
H7 0.890 1.343 -3.116  0.065
H8 -0.291 0.392 -4.047  0.052
H9 -0.464 -1.212 -1.973  0.094
H10 2.370 -0.005 -1.823  0.100
H11 1.039 -0.399 0.438  -0.066

Energies in kcal/mol, measured from the most stable structure: 1) 0.0; 2) 21.5.

1) An isolated molecule of C6H11NO, computed with ωB97M-V with the def2-TZVPD basis set.

The HOMO energy is -9.07 eV. The frontier orbital gap is 0.363 Eh.

Last column: Löwdin charge in e.
CARTESIAN COORDINATES (ANGSTROEM)
H1 3.062 -0.465 -0.811  0.057
N1 2.182 -0.096 -1.168  0.144
C1 1.322 0.198 -0.300  -0.387
C2 1.500 0.284 1.185  -0.026
C3 -0.083 0.649 -0.836  -0.320
O1 -0.490 1.905 -0.343  -0.023
C4 -1.016 -0.444 -0.386  -0.321
C5 -0.804 -1.691 -0.803  0.056
C6 -2.017 -0.085 0.663  -0.048
H2 1.130 -0.635 1.639  0.088
H3 2.550 0.417 1.443  0.080
H4 0.926 1.108 1.604  0.077
H5 -0.002 0.650 -1.931  0.147
H6 0.107 2.574 -0.693  0.107
H7 -1.418 -2.505 -0.456  0.061
H8 -0.119 -1.916 -1.603  0.067
H9 -2.583 0.797 0.372  0.082
H10 -1.521 0.152 1.603  0.081
H11 -2.725 -0.896 0.820  0.080

2) An isolated molecule of C6H11NO, computed with ωB97M-V with the def2-TZVPD basis set.

The HOMO energy is -8.35 eV. The frontier orbital gap is 0.345 Eh.

Last column: Löwdin charge in e.
CARTESIAN COORDINATES (ANGSTROEM)
N1 1.834 -0.282 -1.066  -0.003
C1 1.331 0.303 0.185  -0.236
C2 0.115 -0.418 0.659  -0.342
C3 -0.926 0.607 1.141  -0.106
C4 -1.385 1.243 -0.248  -0.138
O1 -0.849 0.388 -1.318  -0.113
C5 -0.713 -0.825 -0.589  -0.257
C6 0.143 -1.837 0.158  0.003
H1 1.274 0.064 -1.830  0.066
H2 2.810 0.058 -1.207  0.094
H3 1.156 1.381 0.061  0.115
H4 2.100 0.230 0.964  0.126
H5 -1.722 0.102 1.661  0.099
H6 -0.584 1.384 1.852  0.110
H7 -2.492 1.198 -0.342  0.118
H8 -1.062 2.330 -0.317  0.129
H9 -1.678 -1.183 -0.327  0.121
H10 -0.527 -2.588 0.571  0.110
H11 1.177 -2.155 -0.008  0.104

3) An isolated molecule of C6H11NO, computed with ωB97M-V with the def2-TZVPD basis set.

The HOMO energy is -9.19 eV. The frontier orbital gap is 0.371 Eh.

Last column: Löwdin charge in e.
CARTESIAN COORDINATES (ANGSTROEM)
H1 -0.038 2.764 -0.899  0.068
N1 0.803 2.223 -0.682  0.173
C1 0.593 1.069 -0.251  -0.345
C2 1.793 0.202 0.212  -0.184
C3 2.087 -0.873 -0.825  -0.103
C4 -0.677 0.455 0.211  -0.341
C5 -1.442 1.111 1.094  0.079
O1 -0.951 -0.743 -0.371  -0.097
C6 -2.114 -1.421 0.026  -0.083
H2 1.598 -0.258 1.178  0.111
H3 2.644 0.880 0.307  0.106
H4 2.265 -0.421 -1.794  0.075
H5 1.242 -1.552 -0.909  0.061
H6 2.972 -1.440 -0.536  0.071
H7 -1.101 2.044 1.509  0.066
H8 -2.436 0.800 1.363  0.051
H9 -2.134 -2.350 -0.548  0.095
H10 -2.096 -1.659 1.103  0.103
H11 -3.010 -0.832 -0.188  0.094

4) A cluster of 3 separate species, C6H11NO in total, computed with ωB97M-V with the def2-TZVPD basis set.

The HOMO energy (spin up / spin down) is -6.70 / -6.89 eV. The frontier orbital gap (spin up / spin down) is 0.272 / 0.275 Eh.

Last column: Löwdin charge in e.
CARTESIAN COORDINATES (ANGSTROEM)
C1 0.343 -0.242 0.508  -0.059
C2 -2.298 -1.855 0.238  -0.231
C3 3.160 0.715 -0.198  -0.069
N1 -1.504 -1.060 1.153  -0.096
C4 1.758 1.135 -0.601  -0.285
C5 -0.643 0.512 -0.033  -0.169
C6 -1.347 1.398 -0.660  0.060
O1 1.546 2.004 -1.397  0.041
H1 -2.086 -0.454 1.729  0.049
H2 0.711 -0.024 1.502  0.100
H3 0.661 -1.154 0.019  0.102
H4 -3.043 -1.286 -0.339  0.059
H5 -2.845 -2.649 0.769  0.066
H6 -1.640 -2.354 -0.481  0.065
H7 3.306 -0.336 -0.455  0.075
H8 3.915 1.330 -0.698  0.073
H9 3.262 0.811 0.885  0.074
H10 -2.430 1.363 -0.685  0.074
H11 -0.828 2.148 -1.256  0.071

Energies in kcal/mol, measured from the most stable structure: 1) 0.0; 2) 79.2; 3) 9.0; 4) 129.7.